The following is a DFT calculation (wB97M-V/def2-TZVPD) of the molecule C25H31N3O7S.

```
67
Properties=species:S:1:pos:R:3:forces:R:3
C -4.129164 -1.725648 0.652997 0.4 0.0 0.1
C -2.716992 -1.327521 1.068426 -0.4 0.3 0.0
O -1.808091 -2.410709 1.029153 0.1 -0.5 0.2
C -1.848916 -3.385820 1.984558 0.1 0.0 -0.2
C -2.604677 -3.318133 3.149156 -0.1 0.2 -0.1
C -2.526933 -4.317882 4.104116 0.1 0.0 0.0
C -1.697264 -5.405984 3.912286 0.0 -0.1 0.1
C -0.955700 -5.497323 2.747918 -0.2 0.1 0.1
C -1.026725 -4.510779 1.776164 -0.5 0.0 0.5
N -0.204376 -4.665020 0.640275 1.0 0.2 0.1
S 1.373674 -4.177025 0.906331 0.1 0.1 0.0
O 2.100605 -4.355997 -0.313579 -0.2 0.3 -0.2
O 1.846325 -4.834036 2.088547 -0.2 0.2 0.1
C 1.171062 -2.437163 1.275579 0.2 -0.6 -0.2
C 0.975172 -1.536249 0.259812 0.1 0.1 0.0
C 0.617721 -0.218169 0.554921 0.1 -0.1 0.2
C 0.480221 0.161734 1.900935 0.1 -0.6 -0.3
C 0.697259 -0.771105 2.923121 0.0 -0.1 0.0
C 1.027331 -2.068057 2.607945 0.0 0.2 0.2
H 1.181880 -2.817996 3.367332 0.0 0.0 0.2
H 0.585319 -0.466466 3.953926 0.0 0.0 0.1
N 0.109720 1.444734 2.197036 0.0 0.3 0.3
C -0.125705 2.355163 1.223981 0.0 0.0 -0.4
C 0.010443 2.075569 -0.093097 -0.2 -0.2 0.0
C 0.357977 0.732972 -0.541451 0.0 0.2 0.3
O 0.416638 0.397229 -1.717018 0.0 0.0 -0.1
C -0.388998 3.137448 -1.071140 0.1 -0.1 0.2
O -1.505492 3.629178 -1.000733 -0.3 0.1 0.1
N 0.518950 3.517397 -1.992522 0.0 0.2 -0.1
C 1.904154 3.103276 -2.011367 0.5 0.1 0.5
H 1.990876 2.044435 -1.774339 0.0 0.0 -0.2
H 2.275079 3.264643 -3.024316 0.0 -0.1 0.1
C 2.767144 3.904138 -1.033247 0.0 -0.1 -0.3
O 2.525851 3.462046 0.285990 -0.1 0.0 -0.1
C 3.286136 4.153226 1.241291 0.1 0.1 0.0
H 3.044540 5.223768 1.245406 0.0 0.0 0.0
H 3.040791 3.721867 2.209813 0.1 0.1 0.1
H 4.361086 4.038136 1.054835 0.0 0.0 0.0
H 2.538512 4.978331 -1.114921 0.0 -0.1 0.0
H 3.829074 3.759911 -1.284751 -0.1 0.0 0.0
C 0.114321 4.480895 -2.995139 -0.3 -0.1 -0.4
H -0.870138 4.850493 -2.701359 0.2 0.0 -0.1
C 0.029582 3.849243 -4.385761 -0.2 0.2 0.1
O 1.317641 3.824715 -4.966978 0.1 0.1 0.2
C 1.347651 3.160948 -6.204204 0.0 0.0 -0.1
H 2.374968 3.208948 -6.559516 0.0 0.0 -0.1
H 1.044516 2.112727 -6.097636 0.0 0.0 0.0
H 0.686063 3.647874 -6.931268 0.0 0.0 0.0
H -0.649987 4.436838 -5.021863 0.0 0.0 0.0
H -0.369719 2.828779 -4.300430 0.0 0.1 0.0
H 0.827336 5.309031 -3.028176 -0.1 0.0 0.0
H -0.427456 3.339947 1.548565 0.0 0.0 0.1
H 0.022150 1.709232 3.167800 0.0 0.0 -0.2
H 1.088446 -1.831787 -0.771535 0.0 0.0 -0.2
C -0.732804 -4.437573 -0.684952 0.0 0.1 -0.6
H -1.561377 -5.125702 -0.854227 0.0 0.0 0.0
H -1.074223 -3.411548 -0.839861 0.0 -0.1 0.0
H 0.074420 -4.662136 -1.378164 -0.2 0.0 -0.2
H -0.293797 -6.328973 2.571607 0.1 -0.1 0.0
H -1.630959 -6.181598 4.658863 0.0 -0.1 0.1
H -3.119230 -4.234348 5.003097 -0.1 0.0 0.1
H -3.247620 -2.472072 3.334317 -0.1 0.1 0.0
H -2.714668 -0.857067 2.059720 0.1 0.0 -0.1
H -2.306912 -0.611288 0.350493 0.0 0.0 0.1
H -4.543303 -2.464821 1.334605 -0.1 0.0 0.0
H -4.111046 -2.151596 -0.346833 0.0 0.0 -0.1
H -4.768364 -0.847280 0.649470 -0.1 0.1 0.0
```
Positions in Å, forces in eV/Å.

Relative energy (zero: lowest compared OMol25 entry of this formula, charge and spin): 0.000 eV
Frontier orbital gap: 8.613 eV
Max |F|: 1.07 eV/A
SMILES: CCOc1ccccc1N(C)S(=O)(=O)c1ccc2[nH]cc(C(=O)N(CCOC)CCOC)c(=O)c2c1

Here are the natural (NBO) charges for atoms 1 to 8, given in e: atom 1 (C): -0.638, atom 2 (C): -0.061, atom 3 (O): -0.522, atom 4 (C): 0.292, atom 5 (C): -0.257, atom 6 (C): -0.201, atom 7 (C): -0.245, atom 8 (C): -0.153

The following is a DFT calculation (wB97M-V/def2-TZVPD) of a structure of composition C25H31N4O4PdS.

```
66
Properties=species:S:1:pos:R:3:forces:R:3
Pd 0.541361 -0.203382 0.769392 0.2 0.0 0.4
C 0.405900 -1.235535 -5.392824 0.0 0.0 0.0
C 0.978320 -0.955233 -4.033715 0.0 0.1 0.0
C 0.900737 0.312401 -3.463015 0.0 -0.1 -0.1
C 1.509157 0.587245 -2.246780 0.0 0.0 0.1
C 2.198655 -0.423212 -1.587226 0.0 0.0 0.2
C 2.257796 -1.706854 -2.123017 0.1 -0.1 0.0
C 1.647722 -1.965077 -3.335312 0.0 0.0 0.1
S 3.057006 -0.056317 -0.072128 0.2 -0.5 -0.3
O 4.459417 -0.295766 -0.179221 0.0 -0.1 0.0
O 2.603933 1.261667 0.321172 0.0 0.5 0.1
N 2.304870 -1.170314 0.885205 -0.6 0.4 -0.4
C 2.749516 -1.257440 2.226264 0.3 -0.1 0.5
C 4.018739 -1.637581 2.594182 -0.2 0.1 -0.2
C 4.344183 -1.794226 3.955196 0.0 0.0 0.1
C 3.415168 -1.613407 4.941254 0.1 0.0 0.1
C 2.098711 -1.235194 4.602012 0.0 0.0 -0.2
C 1.054623 -1.047950 5.533966 -0.1 0.0 0.0
C -0.194151 -0.692320 5.101775 0.0 0.0 0.1
C -0.414606 -0.487322 3.730730 0.1 0.0 -0.1
N 0.547148 -0.628742 2.851135 -0.1 0.1 -0.4
C 1.790208 -1.027697 3.241189 0.2 -0.1 0.1
H -0.312779 -0.475683 -5.694150 0.0 0.0 0.0
H -0.075207 -2.212687 -5.429952 0.0 0.0 0.0
H 1.207524 -1.246677 -6.134170 0.0 0.0 0.0
H 0.381111 1.105842 -3.985740 0.0 0.0 0.0
H 1.470971 1.577874 -1.815520 0.0 0.0 0.0
H 2.792346 -2.485199 -1.593022 0.0 0.0 0.0
H 1.708106 -2.958298 -3.763376 0.0 0.0 0.0
H 4.762506 -1.823609 1.832571 0.0 0.0 0.0
H 5.352934 -2.085675 4.215053 0.0 0.0 0.0
H 3.671094 -1.759834 5.982592 0.0 0.0 0.0
H 1.253311 -1.200258 6.587465 0.0 0.0 0.0
H -1.015238 -0.564338 5.792368 0.0 0.0 0.0
H -1.388292 -0.216852 3.339446 0.0 0.0 0.0
C 0.218784 4.052038 -0.272981 0.0 -0.1 -0.1
N -0.223442 3.664726 1.060930 0.0 0.0 -0.1
C -0.075637 4.640864 2.126268 0.0 0.1 0.1
C -0.629920 2.432339 1.290482 0.0 0.1 0.1
O -0.739153 1.556730 0.410721 0.0 -0.3 0.1
H 0.067956 5.120793 -0.403043 0.0 0.0 0.0
H -0.359119 3.511520 -1.018569 0.0 0.0 0.0
H 1.277857 3.817440 -0.397669 0.0 0.0 0.0
H -0.701885 5.509805 1.925346 0.0 0.0 0.0
H 0.963528 4.962071 2.198540 0.0 0.0 0.0
H -0.374134 4.204149 3.076934 0.0 0.0 0.0
H -0.880158 2.222265 2.337921 0.0 0.0 0.0
O -1.608603 -1.315409 0.712680 0.0 -0.1 -0.1
C -2.300205 -1.430622 -0.304782 -0.1 0.0 0.1
C -3.809359 -1.441934 -0.229034 0.0 0.0 0.0
C -4.481420 -0.230975 -0.931817 0.0 0.0 0.0
C -3.561033 0.601587 -1.826509 0.0 0.0 0.0
C -3.085194 -0.138638 -3.076237 0.1 0.0 0.1
C -2.540916 -1.534982 -2.754100 -0.1 0.1 -0.1
N -1.758006 -1.559207 -1.528501 0.0 0.0 0.0
H -4.061690 -1.458344 0.827731 0.0 0.0 0.0
H -4.163872 -2.381103 -0.657343 0.0 0.0 0.0
H -4.892210 0.425635 -0.164845 0.0 0.0 0.0
H -5.330596 -0.585994 -1.519450 0.0 0.0 0.0
H -2.697743 0.936728 -1.244905 0.0 0.0 0.0
H -4.090859 1.505467 -2.132293 0.0 0.0 0.0
H -2.313790 0.456343 -3.570062 0.0 0.0 0.0
H -3.908619 -0.246109 -3.786266 0.0 0.0 0.0
H -1.910317 -1.901428 -3.561460 0.0 0.0 0.0
H -3.364290 -2.243217 -2.656251 0.0 0.0 0.0
H -0.748750 -1.534904 -1.585224 0.0 0.0 0.0
```
Positions in Å, forces in eV/Å.

Relative energy (zero: lowest compared OMol25 entry of this formula, charge and spin): 1.766 eV
Frontier orbital gap (alpha / beta): 6.988 / 6.973 eV
Total charge: +1
Max |F|: 0.84 eV/A

Here are the natural (NBO) charges for atoms 1 to 8, given in e: atom 1 (Pd): 1.066, atom 2 (C): -0.647, atom 3 (C): 0.019, atom 4 (C): -0.174, atom 5 (C): -0.201, atom 6 (C): -0.390, atom 7 (C): -0.155, atom 8 (C): -0.223

The following is a DFT calculation (wB97M-V/def2-TZVPD) of the molecule C25H31N5O.

```
62
Properties=species:S:1:pos:R:3:forces:R:3
N -3.643847 -0.148169 1.900519 -0.1 -0.1 0.5
C -3.795386 -0.064991 0.558476 0.3 0.4 0.2
O -4.298420 -0.952524 -0.095012 -0.2 -0.3 -0.4
C -3.309916 1.254081 -0.017527 -0.3 -0.2 -0.3
C -4.450065 2.277296 0.013739 0.2 0.2 0.1
C -3.939159 3.595151 -0.557113 -0.2 -0.1 -0.2
C -3.352212 3.372119 -1.947129 0.0 0.3 0.2
N -2.285780 2.390786 -1.886290 -0.2 -0.1 0.0
C -2.802281 1.105948 -1.453329 0.0 -0.2 0.3
H -1.994563 0.369008 -1.477131 0.0 0.0 -0.1
H -3.618936 0.735836 -2.094693 0.1 0.0 0.0
C -1.475249 2.366262 -3.093447 0.1 0.2 -0.2
H -1.032873 1.372105 -3.200546 0.0 0.0 0.0
C -0.346101 3.403649 -3.019520 0.1 -0.3 0.1
H -0.745232 4.355704 -2.670674 0.0 0.1 -0.1
C 0.778696 2.968855 -2.082724 0.1 0.2 -0.2
N 0.321364 2.900592 -0.709257 -0.3 -0.3 0.1
H -0.639604 2.562927 -0.720868 0.1 0.1 0.0
C 1.150635 2.054831 0.130291 0.4 0.1 -0.1
C 0.386825 1.532077 1.299293 0.1 -0.4 0.1
C 0.446134 0.260564 1.859274 -0.3 0.6 -0.1
N -0.520440 0.227399 2.810151 0.3 0.0 -0.2
N -1.183280 1.378392 2.908824 -0.5 0.2 0.4
C -0.646436 2.174780 1.999811 0.3 -0.3 0.2
H -0.999694 3.178077 1.871724 -0.2 0.2 0.0
H -0.727937 -0.533746 3.436481 0.0 0.1 -0.1
C 1.293826 -0.885299 1.578917 0.2 -0.3 -0.1
C 2.637447 -0.715536 1.247300 -0.2 0.0 0.1
C 3.439321 -1.808635 0.989712 0.0 -0.1 0.0
C 2.926892 -3.103110 1.050630 -0.2 0.3 0.1
C 1.582724 -3.269785 1.379887 0.1 0.0 0.0
C 0.778705 -2.180436 1.643834 0.0 0.2 0.0
H -0.265273 -2.332090 1.879874 -0.1 0.0 0.0
H 1.170331 -4.265906 1.445872 0.0 -0.1 0.0
C 3.783992 -4.265279 0.777662 0.2 -0.2 -0.1
C 3.309604 -5.336854 0.024364 0.0 0.1 0.0
C 4.118145 -6.428121 -0.233056 0.0 -0.1 0.0
C 5.410568 -6.470144 0.262610 0.0 -0.1 0.0
C 5.891315 -5.411754 1.015319 0.1 0.0 0.0
C 5.086745 -4.316647 1.268657 -0.1 0.0 0.0
H 5.461527 -3.501619 1.870884 0.0 0.1 0.1
H 6.897395 -5.440926 1.407918 0.1 0.0 0.0
H 6.040659 -7.324188 0.063073 0.0 -0.1 0.0
H 3.739331 -7.249061 -0.824368 0.0 -0.1 -0.1
H 2.308186 -5.302077 -0.379554 -0.1 0.0 0.0
H 4.475004 -1.658788 0.722107 0.1 0.0 0.0
H 3.054750 0.279166 1.214338 0.0 0.1 0.0
H 2.010877 2.651389 0.469192 0.0 -0.2 0.0
H 1.554228 1.189539 -0.431384 0.0 0.2 0.1
H 1.607401 3.686643 -2.138155 0.0 -0.1 -0.1
H 1.169873 1.992177 -2.430777 0.0 0.1 0.0
H 0.066785 3.549212 -4.019328 0.0 0.1 0.0
H -2.088601 2.551423 -3.990485 0.0 -0.1 0.0
H -2.941853 4.310206 -2.326254 0.0 0.0 -0.1
H -4.151718 3.044754 -2.637697 0.1 0.0 0.0
H -4.748270 4.325116 -0.613921 0.0 0.1 0.0
H -3.158649 3.993976 0.093001 0.0 0.1 0.0
H -4.804669 2.416468 1.036939 -0.1 0.0 0.0
H -5.282222 1.905025 -0.588167 -0.1 0.0 0.0
H -2.490394 1.633572 0.597608 -0.1 -0.1 -0.1
H -3.173526 0.567355 2.434378 0.1 0.0 -0.1
H -3.986697 -0.966772 2.375749 0.0 0.0 -0.1
```
Positions in Å, forces in eV/Å.

Relative energy (zero: lowest compared OMol25 entry of this formula, charge and spin): 0.084 eV
Frontier orbital gap: 8.800 eV
Max |F|: 0.70 eV/A
SMILES: NC(=O)[C@@H]1CCCN(CCCNCc2cn[nH]c2-c2ccc(-c3ccccc3)cc2)C1

Here are the natural (NBO) charges for atoms 1 to 8, given in e: atom 1 (N): -0.838, atom 2 (C): 0.687, atom 3 (O): -0.629, atom 4 (C): -0.331, atom 5 (C): -0.389, atom 6 (C): -0.401, atom 7 (C): -0.213, atom 8 (N): -0.477